1.
Density functional theory data (ωB97M-V/def2-TZVPD) for the ion C3H6NO2S with charge +1.

Last column: Mulliken charge in e.
CARTESIAN COORDINATES (ANGSTROEM)
C -0.844 -1.109 -0.374  0.011
C 0.572 -1.159 0.114  -0.746
C 0.221 1.495 0.999  -0.508
N -1.798 -0.620 0.256  0.375
O -2.818 -0.278 0.733  -0.422
O 0.875 0.673 -1.545  -0.405
S 1.363 0.662 0.038  0.419
H 1.147 1.291 -2.152  0.347
H -0.689 -1.699 -1.309  0.340
H 0.652 -1.482 1.066  0.479
H 1.124 -1.811 -0.552  0.416
H -0.532 2.246 0.733  0.383
H 0.726 1.791 1.993  0.311

Computed properties:
LUMO level (alpha / beta) = -6.6 / -4.9 eV
net charge = +1
frontier orbital gap (alpha / beta) = 6.289 / 9.247 eV
highest occupied orbital energy (alpha / beta) = -12.91 / -14.10 eV


2.
Density functional theory data (ωB97M-V/def2-TZVPD) for the ion C3H6NO2S with charge +1.

Last column: Mulliken charge in e.
CARTESIAN COORDINATES (ANGSTROEM)
C -0.238 1.975 -0.085  0.297
C 1.023 -0.410 0.596  -0.609
C -0.287 -1.041 -0.026  -0.575
N -1.035 1.259 0.328  -0.283
O 1.568 0.561 -0.256  -0.529
O -2.857 -0.643 -0.774  -0.349
S -2.037 -0.440 0.386  0.665
H 0.482 2.684 -0.258  0.397
H 1.778 0.140 -1.167  0.346
H 0.696 0.179 1.457  0.399
H 1.699 -1.165 0.660  0.390
H -0.467 -2.103 0.268  0.466
H -0.325 -0.996 -1.129  0.385

Computed properties:
LUMO level = -5.4 eV
net charge = +1
frontier orbital gap = 9.688 eV
highest occupied orbital energy = -15.14 eV


3.
Density functional theory data (ωB97M-V/def2-TZVPD) for a cluster of 2 separate species, C3H6NO3 in total.

Last column: Mulliken charge in e.
CARTESIAN COORDINATES (ANGSTROEM)
O -2.725 0.379 -0.583  -0.560
C -1.586 0.311 -0.968  0.238
C -1.006 -0.864 -1.705  -0.743
H -0.887 1.155 -0.835  0.277
H -1.664 -1.725 -1.590  0.220
H -0.003 -1.034 -1.310  0.235
H -0.939 -0.636 -2.777  0.268
N 1.869 0.872 1.746  -0.512
C 1.244 0.007 0.794  0.650
O 1.955 -0.359 -0.168  -0.747
O 0.046 -0.278 1.024  -0.740
H 1.467 0.813 2.665  0.210
H 2.873 0.846 1.710  0.203

Computed properties:
LUMO level = 4.3 eV
net charge = -1
frontier orbital gap = 8.647 eV
highest occupied orbital energy = -4.37 eV


4.
Density functional theory data (ωB97M-V/def2-TZVPD) for a cluster of 2 separate species, C3H6NO3S in total.

Last column: Mulliken charge in e.
CARTESIAN COORDINATES (ANGSTROEM)
C -0.473 -0.465 0.521  0.936
C -1.414 -1.699 0.931  -1.124
C -0.785 0.401 -0.694  -1.072
N 0.652 -0.463 1.040  -0.717
O 3.479 1.407 0.379  -0.534
O 2.436 0.722 -1.689  -0.535
O 1.514 2.641 -0.249  -0.588
S 2.298 1.382 -0.394  0.823
H -2.343 -1.178 1.244  0.250
H -0.887 -2.119 1.686  0.417
H -1.661 -2.292 0.039  0.260
H -0.250 1.274 -0.468  0.332
H -1.896 0.565 -0.698  0.321
H -0.667 -0.175 -1.650  0.232

Computed properties:
LUMO level (alpha / beta) = 3.5 / 3.7 eV
net charge = -1
frontier orbital gap (alpha / beta) = 6.487 / 8.500 eV
highest occupied orbital energy (alpha / beta) = -3.03 / -4.81 eV


5.
Density functional theory data (ωB97M-V/def2-TZVPD) for a structure of composition C3H6NO3SSe2TcTe2.

Last column: Mulliken charge in e.
CARTESIAN COORDINATES (ANGSTROEM)
Tc 0.207 0.254 -0.799  0.626
Se -0.893 -0.602 -2.671  0.059
Te -0.268 -2.923 -3.318  0.141
Te 1.762 -3.407 -1.727  0.142
Se 1.893 -1.315 -0.426  0.175
C 2.251 3.619 1.745  -0.866
C 1.763 2.514 0.944  0.231
N 1.358 1.649 0.316  -0.101
H 1.396 4.165 2.143  0.289
H 2.850 4.281 1.121  0.308
H 2.859 3.238 2.564  0.304
C -3.474 1.152 0.041  -0.847
S -1.812 1.617 0.362  1.305
O -1.756 2.585 1.400  -0.540
O -1.168 1.974 -0.935  -0.607
O -1.071 0.306 0.707  -0.589
H -3.988 2.043 -0.314  0.365
H -3.909 0.808 0.977  0.361
H -3.478 0.369 -0.713  0.245

Computed properties:
2S+1 = 2
LUMO level (alpha / beta) = -5.8 / -5.9 eV
net charge = +1
frontier orbital gap (alpha / beta) = 5.651 / 5.563 eV
highest occupied orbital energy (alpha / beta) = -11.44 / -11.42 eV
expectation value of S² = 0.802


6.
Density functional theory data (ωB97M-V/def2-TZVPD) for a cluster of 2 separate species, C3H6NO4 in total.

Last column: Mulliken charge in e.
CARTESIAN COORDINATES (ANGSTROEM)
O 1.789 0.246 1.614  -0.674
C 1.264 0.072 0.520  0.584
N -0.083 -0.244 0.499  -0.068
C -0.803 -1.141 -0.442  0.502
O -0.278 -1.641 -1.429  -0.655
O -2.024 -1.208 -0.103  -0.815
C 1.917 0.186 -0.823  -0.982
H -0.395 -0.331 1.451  0.268
H 2.854 0.748 -0.789  0.317
H 1.230 0.799 -1.441  0.273
H 1.998 -0.742 -1.374  0.263
H -2.078 1.739 0.838  0.286
H -2.593 0.375 0.439  0.405
O -2.798 1.142 1.039  -0.702

Computed properties:
LUMO level = 3.8 eV
net charge = -1
frontier orbital gap = 8.909 eV
highest occupied orbital energy = -5.12 eV


7.
Density functional theory data (ωB97M-V/def2-TZVPD) for the ion C3H6NO4P with charge -2.

Last column: Mulliken charge in e.
CARTESIAN COORDINATES (ANGSTROEM)
C -2.452 0.806 -0.439  -0.951
C -1.009 0.440 -0.068  0.125
N -0.855 -0.785 0.247  -0.557
C 0.452 -1.335 0.775  -0.416
O 1.287 -0.359 1.200  -0.406
P 2.340 0.314 -0.097  0.789
O 1.874 -0.426 -1.307  -0.761
O 2.033 1.799 -0.062  -0.805
O 3.755 -0.093 0.263  -0.842
H -2.683 0.641 -1.486  0.203
H -3.024 -0.066 0.019  0.283
H -2.566 1.926 -0.174  0.263
H -0.230 1.087 -0.205  0.505
H 0.817 -1.883 -0.233  0.312
H 0.263 -2.068 1.566  0.260

Computed properties:
SMILES = C/C=N/COP(=O)([O-])[O-]
LUMO level = 6.2 eV
net charge = -2
frontier orbital gap = 5.539 eV
highest occupied orbital energy = 0.69 eV


8.
Density functional theory data (ωB97M-V/def2-TZVPD) for the ion C3H6NOS with charge +1.

Last column: Mulliken charge in e.
CARTESIAN COORDINATES (ANGSTROEM)
S -2.579 0.157 0.166  -0.165
C -0.927 -0.374 -0.654  -0.227
N -0.001 0.757 -0.276  -0.076
C 1.169 -0.012 0.143  -0.516
C 0.865 -1.300 0.281  0.049
O -0.270 -1.625 -0.203  -0.235
H -2.820 -1.037 0.568  0.205
H -1.131 -0.397 -1.670  0.446
H -0.418 1.052 0.591  0.391
H 0.226 1.452 -1.020  0.347
H 1.978 0.644 0.476  0.410
H 1.407 -2.236 0.630  0.372

Computed properties:
SMILES = S[C@H]1[NH2+]C=CO1
LUMO level = -3.8 eV
net charge = +1
frontier orbital gap = 10.561 eV
highest occupied orbital energy = -14.37 eV


9.
Density functional theory data (ωB97M-V/def2-TZVPD) for a cluster of 2 separate species, C3H6NP in total.

Last column: Mulliken charge in e.
CARTESIAN COORDINATES (ANGSTROEM)
C -1.429 -0.759 -0.469  0.250
C 1.159 -0.248 -0.711  -0.922
C -0.772 0.486 -0.181  -0.345
N -2.037 -1.626 -0.922  -0.415
P -0.498 0.999 1.610  -0.055
H 1.900 0.569 -0.729  0.318
H 1.320 -0.876 0.082  0.397
H 1.058 -0.783 -1.693  0.318
H -1.187 1.237 -0.904  0.343
H 0.897 1.355 1.684  0.052
H -0.411 -0.355 2.233  0.061

Computed properties:
LUMO level = 0.3 eV
net charge = 0
frontier orbital gap = 9.464 eV
highest occupied orbital energy = -9.19 eV


10.
Density functional theory data (ωB97M-V/def2-TZVPD) for a cluster of 2 separate species, C3H6NP in total.

Last column: Mulliken charge in e.
CARTESIAN COORDINATES (ANGSTROEM)
C 0.290 0.375 -1.175  -0.474
N 0.914 -0.557 -0.558  -0.375
P 1.983 -0.221 0.824  -0.057
H -0.149 0.033 -2.069  0.325
H 0.515 1.365 -1.135  0.445
H 1.791 -1.499 1.528  0.062
H 3.039 -0.675 0.188  0.043
C -2.244 -0.279 0.775  -0.113
C -1.814 0.777 0.393  -0.682
H -2.599 -1.168 0.995  0.495
H -1.726 1.849 0.234  0.332

Computed properties:
SMILES = C=NP.C#C
LUMO level = 0.9 eV
net charge = 0
frontier orbital gap = 9.428 eV
highest occupied orbital energy = -8.58 eV


11.
Density functional theory data (ωB97M-V/def2-TZVPD) for an isolated molecule of C3H6NP3.

Last column: Mulliken charge in e.
CARTESIAN COORDINATES (ANGSTROEM)
H 3.587 0.702 -0.276  0.044
P 2.320 1.582 -0.206  -0.187
C 1.377 0.191 0.077  -0.052
N 0.007 0.074 -0.014  0.115
C -0.450 -1.164 -0.012  -0.046
P 0.565 -2.533 -0.185  -0.189
H -0.353 -3.432 0.211  -0.003
C -0.890 1.124 -0.016  -0.144
P -2.754 0.925 -0.093  -0.096
H -3.096 2.378 -0.117  0.030
H 1.763 -0.791 0.289  0.193
H -1.584 -1.136 0.224  0.090
H -0.491 2.080 0.118  0.245

Computed properties:
SMILES = [H]/P=C/N(/C=P/[H])/C=P/[H]
LUMO level (alpha / beta) = -0.9 / -0.9 eV
net charge = 0
frontier orbital gap (alpha / beta) = 6.935 / 6.936 eV
highest occupied orbital energy (alpha / beta) = -7.85 / -7.85 eV


12.
Density functional theory data (ωB97M-V/def2-TZVPD) for the ion C3H6NS with charge +1.

Last column: Mulliken charge in e.
CARTESIAN COORDINATES (ANGSTROEM)
C -1.246 0.252 1.120  -0.320
C 0.953 -0.681 -2.181  -0.182
C 0.115 -0.092 0.450  -0.048
N -0.032 1.031 1.413  -0.412
S 0.393 0.554 -1.277  0.208
H -1.829 0.984 0.594  0.244
H -1.810 -0.125 1.949  0.317
H 1.176 -1.578 -1.809  0.314
H 1.029 -0.441 -3.241  0.268
H 0.866 -0.820 0.732  0.407
H 0.383 0.915 2.251  0.204

Computed properties:
LUMO level = -6.7 eV
net charge = +1
frontier orbital gap = 7.740 eV
highest occupied orbital energy = -14.44 eV


13.
Density functional theory data (ωB97M-V/def2-TZVPD) for the ion C3H6NS with charge +1.

Last column: Mulliken charge in e.
CARTESIAN COORDINATES (ANGSTROEM)
C 0.094 -1.393 0.090  -0.438
S 1.332 -0.746 -1.137  -0.003
C 0.156 0.654 -0.811  -0.072
C 0.194 1.067 0.625  -0.358
N -0.604 -0.078 0.178  -0.057
H 0.521 -1.829 0.914  0.345
H -0.687 -1.987 -0.403  0.321
H -0.323 1.359 -1.625  0.342
H 1.151 0.850 0.993  0.282
H -0.231 2.052 1.031  0.295
H -1.604 0.051 0.145  0.342

Computed properties:
SMILES = C1S[C@@H]2C[N@H+]12
LUMO level = -3.9 eV
net charge = +1
frontier orbital gap = 10.309 eV
highest occupied orbital energy = -14.19 eV


14.
Density functional theory data (ωB97M-V/def2-TZVPD) for the ion C3H6NS with charge +1.

Last column: Mulliken charge in e.
CARTESIAN COORDINATES (ANGSTROEM)
C -1.024 -0.233 0.647  0.142
C 0.669 -0.615 0.641  -0.529
C -0.714 0.608 -0.530  -0.295
N 0.743 0.150 -0.645  -0.108
S -2.077 -0.712 1.627  -0.154
H 0.902 -0.069 1.639  0.295
H 1.256 -1.534 0.617  0.375
H -1.237 0.546 -1.464  0.354
H -0.741 1.742 -0.305  0.249
H 1.510 0.699 -0.822  0.275
H 0.713 -0.582 -1.405  0.395

Computed properties:
2S+1 = 3
LUMO level (alpha / beta) = -3.8 / -7.0 eV
net charge = +1
frontier orbital gap (alpha / beta) = 7.308 / 8.301 eV
highest occupied orbital energy (alpha / beta) = -11.08 / -15.25 eV
expectation value of S² = 2.007


15.
Density functional theory data (ωB97M-V/def2-TZVPD) for an isolated molecule of C3H6O.

Last column: Mulliken charge in e.
CARTESIAN COORDINATES (ANGSTROEM)
O -0.732 0.553 -0.107  -0.334
C 0.437 0.388 0.627  0.176
C -0.248 0.565 -1.796  -0.625
C 0.639 -0.631 1.445  -0.764
H -1.369 -0.140 0.132  0.369
H 1.125 1.188 0.392  0.417
H -0.244 -0.541 -1.892  0.159
H -1.248 0.863 -2.166  0.157
H 1.570 -0.708 1.994  0.242
H -0.094 -1.423 1.581  0.203

Computed properties:
LUMO level = 0.6 eV
net charge = 0
frontier orbital gap = 8.571 eV
highest occupied orbital energy = -7.99 eV


16.
Density functional theory data (ωB97M-V/def2-TZVPD) for an isolated molecule of C3H6O.

Last column: Mulliken charge in e.
CARTESIAN COORDINATES (ANGSTROEM)
C -0.185 0.908 -0.768  -1.189
C 0.086 0.233 0.542  0.397
C 0.076 -1.200 0.483  -0.457
O 1.283 -0.467 0.550  -0.411
H -0.158 0.242 -1.622  0.315
H 0.472 1.774 -0.970  0.277
H -1.234 1.197 -0.745  0.321
H -0.142 0.838 1.505  0.284
H -0.195 -1.851 -0.381  0.209
H -0.003 -1.675 1.407  0.254

Computed properties:
SMILES = C[C@H]1CO1
LUMO level = 1.2 eV
net charge = 0
frontier orbital gap = 11.406 eV
highest occupied orbital energy = -10.19 eV


17.
Density functional theory data (ωB97M-V/def2-TZVPD) for a structure of composition C3H6O.

Last column: Mulliken charge in e.
CARTESIAN COORDINATES (ANGSTROEM)
C 0.976 -0.770 0.372  -0.903
C 0.539 0.170 -0.738  -0.142
C -1.114 0.754 -0.252  -0.437
O 0.122 1.397 -0.151  -0.240
H 2.062 -0.608 0.438  0.283
H 0.834 -1.819 0.095  0.301
H 0.558 -0.567 1.369  0.303
H -0.821 -0.099 -1.071  0.273
H -1.850 1.343 -0.806  0.328
H -1.475 0.289 0.667  0.235

Computed properties:
LUMO level = 1.0 eV
net charge = 0
frontier orbital gap = 9.430 eV
highest occupied orbital energy = -8.39 eV


18.
Density functional theory data (ωB97M-V/def2-TZVPD) for a cluster of 2 separate species, C3H6O in total.

Last column: Mulliken charge in e.
CARTESIAN COORDINATES (ANGSTROEM)
C -0.744 1.692 -0.949  0.109
C 0.963 -0.815 0.734  -0.837
C -0.289 -0.644 0.037  -0.575
O -0.108 2.379 -1.593  -0.292
H -1.948 1.691 -0.765  0.169
H 1.863 -0.842 0.142  0.295
H 1.001 -1.758 1.219  0.329
H 1.115 -0.106 1.512  0.279
H -0.577 -1.176 -0.959  0.274
H -1.275 -0.422 0.622  0.250

Computed properties:
LUMO level (alpha / beta) = 0.6 / 0.7 eV
net charge = 0
frontier orbital gap (alpha / beta) = 8.370 / 8.483 eV
highest occupied orbital energy (alpha / beta) = -7.80 / -7.74 eV


19.
Density functional theory data (ωB97M-V/def2-TZVPD) for an isolated molecule of C3H6O.

Last column: Mulliken charge in e.
CARTESIAN COORDINATES (ANGSTROEM)
C 0.966 1.041 0.951  -0.905
C -0.105 0.409 -0.097  -0.003
C -0.215 -0.695 -1.032  -0.104
O -0.767 -0.947 0.126  -0.378
H 1.838 0.291 0.736  0.233
H 0.475 1.071 2.060  0.225
H 1.363 2.053 0.760  0.312
H -0.842 1.327 -0.147  0.196
H 0.628 -1.242 -1.571  0.264
H -1.203 -0.457 -1.776  0.160

Computed properties:
SMILES = C[C@H]1CO1
LUMO level = 1.0 eV
net charge = 0
frontier orbital gap = 10.966 eV
highest occupied orbital energy = -9.92 eV


Total energy values, unit hartree, following the record order: -720.80455; -720.92969; -398.46606; -796.52974; -6216.06897; -473.75263; -815.01881; -645.74654; -513.89770; -513.84737; -1196.55389; -570.45634; -570.49234; -570.40657; -192.95827; -193.08131; -192.97628; -192.98791; -193.01359.
Max |F| values, unit eV/A, following the record order: 4.6; 4.2; 0.6; 5.2; 1.0; 2.4; 4.2; 5.5; 4.3; 4.6; 4.6; 5.1; 3.8; 8.1; 0.5; 2.2; 0.4; 5.5; 6.9.
ΔE to the lowest compared entry with this formula, charge and spin values, unit kJ/mol, following the record order: 700.2; 371.7; 73.5; 409.4; 17.6; 58.3; 10.9; 169.9; 189.1; 321.2; 220.0; 161.8; 67.3; 0.0; 485.5; 162.5; 438.3; 407.7; 340.3.